[1]
DFT (wB97M-V/def2-TZVPD) results for a 2-piece molecular cluster, C27H24F4O5 overall at a distorted geometry.

## Properties
orbital gap	3.429	eV
total energy	-1818.81866	hartree

The geometry in ORCA input format:
```
! wB97M-V def2-TZVPD RIJCOSX def2/J DEFGRID3
* xyz 0 1
F -3.74587 3.83645 -2.62348
C -3.48505 2.51481 -2.49229
C -4.52748 1.61376 -2.37424
C -4.27175 0.26431 -2.21625
F -5.29538 -0.61105 -2.11766
C -2.97536 -0.18013 -2.16225
C -1.88446 0.70094 -2.27427
C -0.59028 0.13290 -2.22129
C 0.70346 0.70478 -2.26694
C 1.79547 -0.17875 -2.34579
C 3.08867 0.27651 -2.40832
F 4.11438 -0.60189 -2.44304
C 3.33709 1.63553 -2.41330
C 2.29395 2.53944 -2.31461
F 2.54433 3.86894 -2.33320
C 1.00024 2.08040 -2.22181
C -2.18543 2.06520 -2.45968
H -5.54224 1.96186 -2.41235
H -2.80423 -1.23276 -2.03270
H -0.59014 -0.94296 -2.14310
H 1.63038 -1.23922 -2.35199
H 4.34797 1.99170 -2.48294
H 0.24225 2.81228 -2.04240
H -1.42287 2.79421 -2.62818
C -4.20474 0.48123 2.15583
C -3.17133 -0.53230 1.70014
O -1.87268 0.00706 1.65725
C -0.97686 -0.90509 1.15980
C 0.43450 -0.51498 1.07422
C 0.78222 0.90123 1.10617
O 1.94172 1.26628 1.24463
O -0.24029 1.80632 0.98572
C 0.17709 3.09610 1.36739
C -0.95243 3.81819 2.06151
C 1.45720 -1.50859 1.06282
C 2.82159 -1.18681 0.88329
C 3.80640 -2.12390 0.98981
C 3.50071 -3.46382 1.29297
O 4.54501 -4.34259 1.48941
C 4.15875 -5.59539 2.00138
C 2.14021 -3.81255 1.40229
C 1.16171 -2.87082 1.28891
O -1.32778 -2.02270 0.80269
H -5.22476 0.13302 1.98354
H -4.10491 0.70111 3.21940
H -4.07259 1.41842 1.61585
H -3.13114 -1.40462 2.36518
H -3.39790 -0.91129 0.69450
H 1.04715 2.97351 2.02618
H 0.53226 3.61763 0.47069
H -0.64669 4.77367 2.48652
H -1.76975 3.98791 1.36169
H -1.33773 3.19464 2.86856
H 3.08186 -0.16185 0.69462
H 4.84399 -1.85986 0.87692
H 5.05159 -6.20118 2.15069
H 3.65939 -5.45677 2.96152
H 3.50640 -6.11003 1.29557
H 1.87313 -4.83776 1.58751
H 0.13106 -3.16069 1.39689
*
```


[2]
DFT (wB97M-V/def2-TZVPD) results for C27H24N2O6PdS2Te as an isolated structure.

## Properties
orbital gap	5.908	eV
energy above the lowest of the compared OMol25 structures with the same formula, charge and spin	34.11	kcal per mole
total energy	-2796.54054	hartree

The geometry in ORCA input format:
```
! wB97M-V def2-TZVPD RIJCOSX def2/J DEFGRID3
* xyz -2 1
Pd 0.55904 -0.38241 1.82508
C -4.46575 -2.94621 -0.93892
C -5.00907 -2.07693 0.00098
C -4.20466 -1.16564 0.66317
C -2.83937 -1.12432 0.38693
C -2.29090 -2.00578 -0.53659
C -3.10376 -2.90655 -1.20486
N -1.93600 -0.24718 1.01760
N -2.43050 0.79176 1.47732
C -1.51941 1.63406 2.12556
C -2.05982 2.81041 2.65283
C -1.26510 3.70002 3.34483
C 0.08543 3.40655 3.52615
C 0.63207 2.24841 2.99808
C -0.15084 1.34922 2.27754
H -5.10079 -3.66011 -1.44968
H -6.06887 -2.12109 0.22395
H -4.60376 -0.49188 1.40871
H -1.22171 -1.96464 -0.70473
H -2.67173 -3.58977 -1.92618
H -3.11983 2.98399 2.50826
H -1.68807 4.61003 3.75376
H 0.71999 4.08766 4.08146
H 1.68134 2.02373 3.14561
O 3.54226 -2.69460 3.85313
S 3.45033 -1.87919 2.66053
O 4.53421 -2.10820 1.71123
O 3.19176 -0.46178 2.87778
C 1.99563 -2.56155 1.76702
C 2.28139 -2.94574 0.43964
C 1.42638 -3.71575 -0.31444
C 0.21949 -4.14609 0.23602
C -0.12318 -3.72545 1.49859
C 0.73369 -2.92423 2.27126
S -0.05601 -2.37137 3.81311
O -1.36480 -1.95314 3.29856
O -0.10618 -3.50334 4.71217
O 0.74170 -1.23327 4.25321
H 3.23647 -2.63757 0.04101
H 1.70349 -3.98626 -1.32668
H -0.46224 -4.77005 -0.33102
H -1.08387 -3.98430 1.92386
C 0.74161 3.39740 -5.67919
C 1.04856 2.79470 -4.33225
C 2.35234 2.63591 -3.88802
C 2.65021 2.08206 -2.64550
C 4.09870 1.95601 -2.25547
C 1.61409 1.65858 -1.78765
Te 2.25135 0.84965 0.10557
C 0.29269 1.81717 -2.23557
C -0.88084 1.38848 -1.40549
C 0.03442 2.37602 -3.48458
H 1.65965 3.66458 -6.20521
H 0.13585 4.30217 -5.58197
H 0.18479 2.70014 -6.31056
H 3.17253 2.95351 -4.52723
H 4.74605 2.32569 -3.05392
H 4.35710 0.91722 -2.03855
H 4.31170 2.51705 -1.34260
H -0.55717 1.09757 -0.41195
H -1.38375 0.52833 -1.85626
H -1.61612 2.19158 -1.30889
H -1.00219 2.48472 -3.79652
*
```


[3]
DFT (wB97M-V/def2-TZVPD) results for C27H24N6O2S2 in the gas phase at a distorted geometry.

## Properties
orbital gap	8.124	eV
SMILES string	COc1ccc(NCc2nnc(SCC(=O)Nc3nc(-c4ccccc4)cs3)n2-c2ccccc2)cc1
energy above the lowest of the compared OMol25 structures with the same formula, charge and spin	0.00	kcal per mole
total energy	-2318.70792	hartree

The geometry in ORCA input format:
```
! wB97M-V def2-TZVPD RIJCOSX def2/J DEFGRID3
* xyz 0 1
C 6.38689 0.84017 -3.54199
O 6.56717 0.51995 -2.18562
C 5.57646 -0.17421 -1.54628
C 5.82726 -0.50874 -0.21510
C 4.89064 -1.19352 0.52347
C 3.67069 -1.57545 -0.04034
N 2.76548 -2.29346 0.73098
C 1.36353 -2.33612 0.39405
C 0.76126 -1.00815 0.06240
N -0.13600 -0.81286 -0.85694
N -0.41704 0.49884 -0.90831
C 0.33472 1.10194 -0.02234
S 0.36998 2.80271 0.32166
C -0.73179 3.40866 -1.00457
C -2.19730 3.28005 -0.63190
O -2.86929 4.22216 -0.26871
N -2.68366 2.02043 -0.75013
C -3.97842 1.71317 -0.42925
N -4.45691 0.52320 -0.48150
C -5.77335 0.48857 -0.11460
C -6.47092 -0.79126 -0.12022
C -5.77677 -1.94114 -0.49800
C -6.40945 -3.16866 -0.51448
C -7.74347 -3.27060 -0.15492
C -8.44080 -2.13431 0.22172
C -7.81318 -0.90337 0.24016
C -6.28237 1.71244 0.22378
S -5.09744 2.95590 0.08829
N 1.10707 0.19068 0.64099
C 2.04528 0.45539 1.66103
C 3.11503 1.30252 1.40703
C 4.03575 1.55055 2.40833
C 3.89311 0.95520 3.65033
C 2.82235 0.11206 3.89849
C 1.89182 -0.13993 2.90647
C 3.42816 -1.24800 -1.37003
C 4.36862 -0.55397 -2.11457
H 6.26106 -0.05839 -4.15514
H 5.52757 1.50313 -3.69053
H 7.29514 1.35820 -3.84626
H 6.76819 -0.21385 0.22110
H 5.09565 -1.43988 1.55583
H 2.96819 -2.25483 1.71892
H 1.20484 -2.97870 -0.47940
H 0.82201 -2.78564 1.23149
H -0.49496 2.84550 -1.90561
H -0.48212 4.46259 -1.12016
H -2.04968 1.25023 -1.01389
H -4.73895 -1.84763 -0.77679
H -5.86108 -4.05159 -0.80982
H -8.23893 -4.23043 -0.16808
H -9.48154 -2.20882 0.50269
H -8.36910 -0.02666 0.53518
H -7.27341 1.95856 0.54358
H 3.22597 1.74943 0.43164
H 4.87063 2.20444 2.21176
H 4.61616 1.14829 4.42785
H 2.70697 -0.34932 4.86768
H 1.04595 -0.78578 3.09373
H 2.50155 -1.53136 -1.84390
H 4.13677 -0.31830 -3.14127
*
```


[4]
DFT (wB97M-V/def2-TZVPD) results for C27H24N6PbSe2 as an isolated structure at a distorted geometry.

## Properties
orbital gap	6.193	eV
energy above the lowest of the compared OMol25 structures with the same formula, charge and spin	41.98	kcal per mole
total energy	-6367.41152	hartree

The geometry in ORCA input format:
```
! wB97M-V def2-TZVPD RIJCOSX def2/J DEFGRID3
* xyz 0 1
Pb 0.31160 -0.16220 -0.44250
C -1.00680 -3.28960 1.90880
C -1.88820 -2.36090 1.13310
C -1.86570 -2.35180 -0.25940
C -2.69050 -1.49740 -0.97990
C -3.55780 -0.64710 -0.31120
C -3.57810 -0.63820 1.07310
C -2.75010 -1.48780 1.78650
H -0.21520 -3.68790 1.27930
H -1.58980 -4.12430 2.29580
H -0.56220 -2.77440 2.76020
H -1.22490 -3.04170 -0.78900
H -2.66060 -1.51510 -2.06060
H -4.22110 -0.00140 -0.86810
H -4.24280 0.03300 1.59820
H -2.77330 -1.48790 2.86740
Se -0.07480 0.31240 3.40920
Se 1.40530 1.51930 2.06870
C 2.72860 0.11680 1.89710
C 3.59700 -0.22350 2.91970
C 4.53780 -1.20950 2.66560
C 4.58240 -1.78670 1.40270
C 3.66800 -1.36900 0.44730
N 2.75680 -0.44340 0.70000
C -1.38680 1.66350 3.11010
C -2.71500 1.56040 3.50500
C -3.56000 2.60800 3.18800
C -3.05370 3.70750 2.50530
C -1.71060 3.71320 2.17100
N -0.89870 2.71240 2.46700
H 3.52390 0.27490 3.87470
H 5.22540 -1.51440 3.43980
H 5.30650 -2.54750 1.16020
H 3.65290 -1.77920 -0.55210
H -3.06410 0.68580 4.03060
H -4.60270 2.56640 3.46200
H -3.68030 4.54460 2.24480
H -1.25790 4.54210 1.64330
N 1.90620 1.46360 -2.93210
C 1.69190 0.94540 -1.91330
H 1.66520 1.98480 -3.75450
C -0.92130 1.83890 -1.25180
C -1.02370 2.19860 -2.65240
C -0.18850 3.16500 -3.22810
C -0.26650 3.47000 -4.57820
C -1.18130 2.82500 -5.38860
C -2.03060 1.87700 -4.83020
C -1.94560 1.56230 -3.49320
H -1.88760 1.56150 -0.83950
H -0.47640 2.62130 -0.64180
H 0.48960 3.72530 -2.59820
H 0.38810 4.22520 -4.99450
H -1.23940 3.05990 -6.44140
H -2.77080 1.38680 -5.44730
H -2.61290 0.82600 -3.06880
N 2.55390 -5.90770 -1.73210
C 2.28980 -4.83310 -2.05590
N 2.08520 -3.63540 -2.47890
C 1.36770 -2.67520 -2.17930
N 0.74370 -1.69080 -2.01280
*
```


[5]
DFT (wB97M-V/def2-TZVPD) results for a 2-piece molecular cluster, C27H24O5S2 overall at a distorted geometry.

## Properties
orbital gap	4.551	eV
energy above the lowest of the compared OMol25 structures with the same formula, charge and spin	30.53	kcal per mole
total energy	-2215.62292	hartree

The geometry in ORCA input format:
```
! wB97M-V def2-TZVPD RIJCOSX def2/J DEFGRID3
* xyz 0 1
C -1.44600 5.02677 0.93540
C -0.06889 4.89331 0.73775
C 0.43821 3.71772 0.18329
C -0.43173 2.68097 -0.15945
S 0.25061 1.17338 -0.79726
C 0.45826 1.22610 -2.44742
S 0.41155 0.35400 -3.93776
C -0.87464 -0.89932 -3.79445
C -0.51646 -2.10845 -3.20834
C -1.46527 -3.11337 -3.08205
C -2.77059 -2.90104 -3.53645
C -3.11667 -1.68801 -4.14021
C -2.16703 -0.67732 -4.28082
O -0.03999 1.30043 -4.93787
O 1.67548 -0.34901 -4.05576
O 1.62636 1.32234 -0.30815
O -0.68686 0.15588 -0.37509
C -1.80313 2.78714 0.07800
C -2.31246 3.97861 0.60632
H -1.84154 5.96439 1.33670
H 0.63155 5.69229 0.98917
H 1.50569 3.60682 0.02064
H 0.46103 2.29199 -2.70595
H 0.51494 -2.24847 -2.87728
H -1.17297 -4.05488 -2.62390
H -3.51180 -3.68718 -3.41431
H -4.12744 -1.52119 -4.51065
H -2.40497 0.26780 -4.77105
H -2.44898 1.94537 -0.16011
H -3.39175 4.07892 0.74835
C 0.06414 1.87155 5.80868
O 1.19179 2.09767 4.92549
C 1.44400 1.21642 3.92467
C 2.48201 1.52479 3.00527
C 2.63247 0.78609 1.85968
C 1.75980 -0.30958 1.55434
C 1.77089 -0.89041 0.23214
C 1.13625 -2.16290 -0.05667
C 1.92286 -3.16842 -0.67742
C 1.45938 -4.47116 -0.80080
C 0.17900 -4.82403 -0.36897
C -0.61435 -3.84591 0.23451
C -0.15669 -2.54185 0.39934
C 0.96951 -0.77854 2.62900
C 0.77271 -0.00569 3.76822
H 0.04997 2.74473 6.46232
H -0.87592 1.81022 5.24234
H 0.18831 0.96039 6.41204
H 3.12022 2.37866 3.20735
H 3.44106 1.04490 1.17821
H 2.62571 -0.65404 -0.40670
H 2.94485 -2.90326 -0.96553
H 2.10616 -5.21963 -1.25184
H -0.19183 -5.84457 -0.48930
H -1.61354 -4.10368 0.58841
H -0.78057 -1.82117 0.93741
H 0.50161 -1.75879 2.59174
H 0.09568 -0.34780 4.54475
*
```


[6]
DFT (wB97M-V/def2-TZVPD) results for a 2-piece molecular cluster, C27H25Cl2N3O4 overall at a distorted geometry.

## Properties
orbital gap	7.500	eV
SMILES string	Oc1ccc(Cl)cc1Oc1ccc(Cl)c2cccnc12.CNC(=O)[C@H](Cc1ccccc1)NC(C)=O
energy above the lowest of the compared OMol25 structures with the same formula, charge and spin	13.54	kcal per mole
total energy	-2429.51978	hartree

The geometry in ORCA input format:
```
! wB97M-V def2-TZVPD RIJCOSX def2/J DEFGRID3
* xyz 0 1
O -0.98509 1.59739 -5.59788
C -1.30337 0.27237 -5.54787
C -1.44227 -0.43061 -6.74322
C -1.79323 -1.78300 -6.72606
C -2.00535 -2.43533 -5.50886
Cl -2.42267 -4.12926 -5.48647
C -1.86444 -1.72741 -4.31017
C -1.51877 -0.36870 -4.31449
O -1.31578 0.30047 -3.13122
C -2.45482 0.70469 -2.47582
C -2.89323 -0.05705 -1.38776
C -3.99091 0.35101 -0.62793
C -4.68754 1.51504 -0.95703
Cl -6.05210 1.97972 0.03676
C -4.28314 2.28004 -2.06575
C -4.98159 3.43236 -2.44473
C -4.53443 4.15127 -3.54845
C -3.39669 3.72811 -4.22928
N -2.71482 2.63165 -3.86646
C -3.14811 1.88951 -2.82213
H -1.42426 2.03112 -4.82480
H -1.27220 0.08620 -7.68193
H -1.89425 -2.33515 -7.65526
H -2.00996 -2.24264 -3.36789
H -2.35499 -0.96196 -1.12444
H -4.31166 -0.23952 0.22596
H -5.86106 3.76949 -1.90246
H -5.05730 5.04278 -3.87786
H -3.04969 4.30348 -5.08190
C 3.75798 0.68426 6.55606
N 4.68881 -0.33040 6.05887
C 4.73148 -0.92226 4.85866
O 5.61782 -1.74029 4.65911
C 3.70262 -0.55578 3.76117
C 2.27903 -1.07950 4.03622
C 1.24377 -0.58572 3.04355
C 0.69891 0.70452 3.18908
C -0.21349 1.19626 2.24157
C -0.58026 0.40055 1.14596
C -0.05482 -0.89538 1.00354
C 0.85495 -1.38880 1.95389
N 4.12526 -0.83141 2.37128
C 4.42357 -1.96192 1.72308
C 4.20688 -3.34150 2.31910
O 4.84113 -1.88384 0.57790
H 2.83584 0.21002 6.89655
H 3.52770 1.42056 5.78551
H 4.20857 1.20495 7.40321
H 5.41473 -0.63956 6.68845
H 3.62322 0.52887 3.80959
H 1.96443 -0.75935 5.02779
H 2.27990 -2.16738 4.05449
H 0.99102 1.32751 4.02128
H -0.61833 2.19369 2.34232
H -1.25145 0.80491 0.40693
H -0.32518 -1.50041 0.15004
H 1.27235 -2.37547 1.82549
H 4.28987 -0.02013 1.79793
H 4.52051 -4.08099 1.58416
H 4.80885 -3.47439 3.21087
H 3.15809 -3.49767 2.54175
*
```